1.
Density functional theory data (wB97M-V/def2-TZVPD) for a molecular structure, C4H7IN.

Computed properties:
Calculated total energy (eV): -13839.38497
Total charge: +1
Frontier orbital gap (alpha / beta) (eV): 9.155 / 6.365
Relative energy (zero: lowest compared OMol25 entry of this formula, charge and spin) (eV): 5.871
E_LUMO (alpha / beta) (eV): -5.5 / -7.6
Highest occupied orbital energy (alpha / beta) (eV): -14.679 / -13.938

Last column: Mulliken charge in e.
Geometry (Å):
C -0.8512 -0.9870 0.7017  -0.420
C -0.1242 -0.7894 -0.5907  -0.450
C -0.4885 1.4893 0.1342  -0.298
C -0.3036 0.4050 1.0655  -0.030
N 0.5244 0.4214 -0.1695  0.238
I 3.5311 0.0043 -0.1195  0.077
H -1.8526 -1.2441 0.6755  0.358
H -0.3194 -1.6189 1.2967  0.287
H 0.6086 -1.6835 -0.8452  0.245
H -0.7100 -0.5294 -1.4297  0.309
H -1.5413 1.3896 -0.2931  0.225
H -0.0233 2.5173 0.0608  0.282
H 1.5498 0.6253 -0.4867  0.177

---

2.
Density functional theory data (wB97M-V/def2-TZVPD) for a molecular structure, C4H7IN.

Computed properties:
Calculated total energy (eV): -13841.36114
Total charge: +1
Frontier orbital gap (eV): 9.981
Relative energy (zero: lowest compared OMol25 entry of this formula, charge and spin) (eV): 3.895
E_LUMO (eV): -4.1
Highest occupied orbital energy (eV): -14.067

Last column: Mulliken charge in e.
Geometry (Å):
C -0.0685 0.8147 -1.1610  -0.673
C -0.7005 -0.9860 -0.5636  -0.680
C 1.0970 -0.1778 0.7303  -0.283
C 0.1073 0.8610 0.3441  0.124
N -0.3120 -0.4832 0.7247  0.034
I -0.4581 2.3975 1.7425  0.263
H 0.8019 0.8196 -1.7455  0.344
H -1.0297 1.1881 -1.4378  0.330
H -1.6349 -0.9012 -1.0157  0.364
H -0.1542 -1.7982 -0.9317  0.337
H 1.7163 -0.8711 0.0262  0.235
H 1.5198 -0.1550 1.8064  0.295
H -0.8844 -0.7083 1.4812  0.311

---

3.
Density functional theory data (wB97M-V/def2-TZVPD) for a gas-phase ion, C4H7IN (charge +1).

Computed properties:
Calculated total energy (eV): -13842.88407
Total charge: +1
SMILES string: C=[NH+]CC(=C)I
Frontier orbital gap (eV): 8.111
Relative energy (zero: lowest compared OMol25 entry of this formula, charge and spin) (eV): 2.372
E_LUMO (eV): -4.9
Highest occupied orbital energy (eV): -13.033

Last column: Mulliken charge in e.
Geometry (Å):
C 1.4409 -0.8398 0.0596  -0.559
N 0.9184 -0.2631 1.0023  0.039
C -0.2225 0.5948 0.8767  -0.332
C -0.7665 0.6710 -0.6011  -0.233
C -1.1648 -0.4603 -1.1643  -0.956
I -1.2049 2.5679 -1.4441  0.214
H 2.3332 -1.4663 0.2957  0.286
H 0.9692 -0.6728 -0.8372  0.646
H 1.4063 -0.3554 1.9542  0.361
H -0.0419 1.5894 1.1531  0.439
H -1.0787 0.4420 1.5725  0.312
H -1.6751 -0.4723 -2.1496  0.290
H -0.9137 -1.3352 -0.7180  0.493

---

4.
Density functional theory data (wB97M-V/def2-TZVPD) for C4H7IN2O in the gas phase.

Computed properties:
Calculated total energy (eV): -17384.25061
Spin multiplicity: 3
Frontier orbital gap (alpha / beta) (eV): 8.225 / 6.585
Relative energy (zero: lowest compared OMol25 entry of this formula, charge and spin) (eV): 0.000
E_LUMO (alpha / beta) (eV): -0.2 / -2.4
Highest occupied orbital energy (alpha / beta) (eV): -8.427 / -9.025

Last column: Mulliken charge in e.
Geometry (Å):
C 0.9149 -0.0284 0.7426  0.564
C 0.2387 1.3243 0.7847  -0.450
C -0.4156 1.6528 -0.5189  -0.309
C 0.3221 -2.1731 -0.4378  -0.660
N 0.5111 -0.7689 -0.3614  -0.131
N -1.0019 0.5183 -1.1611  -0.456
O 1.8649 -0.3305 1.3777  -0.508
I -2.7099 -0.2369 -0.2356  0.081
H -0.7766 1.0897 1.5076  0.163
H 0.8544 2.0732 1.3090  0.368
H -1.1178 2.5963 -0.3747  0.254
H 0.4489 2.0230 -1.1360  0.326
H 0.6480 -2.6222 -1.3875  0.267
H 0.9900 -2.7541 0.2950  0.319
H -0.7711 -2.3632 -0.4035  0.173

---

5.
Density functional theory data (wB97M-V/def2-TZVPD) for C4H7IN2OS in the gas phase.

Computed properties:
Calculated total energy (eV): -28220.85496
Frontier orbital gap (alpha / beta) (eV): 6.283 / 6.314
Relative energy (zero: lowest compared OMol25 entry of this formula, charge and spin) (eV): 2.216
E_LUMO (alpha / beta) (eV): -2.0 / -2.0
Highest occupied orbital energy (alpha / beta) (eV): -8.323 / -8.344

Last column: Mulliken charge in e.
Geometry (Å):
C -1.7240 0.0220 1.0979  -0.239
C -0.6260 -0.1431 0.0030  1.544
C 0.3295 -1.2360 0.6495  -1.195
C 0.0159 1.2204 -0.1059  -1.308
N -2.9438 -0.2017 0.9990  -0.316
N -1.1620 -0.4783 -1.2182  -0.931
O -4.6120 0.6261 -0.7335  -0.406
S -3.9086 -0.5820 -0.3257  0.520
I -1.0886 0.7254 3.0350  0.123
H 0.5769 -1.1366 1.7014  0.311
H 1.1959 -1.4246 -0.0634  0.328
H -0.3111 -2.1620 0.5799  0.351
H 0.3767 1.5740 0.9323  0.290
H -0.6056 1.9223 -0.6273  0.346
H 0.9032 1.0381 -0.6830  0.350
H -1.0111 -1.4158 -1.4255  0.232

---

6.
Density functional theory data (wB97M-V/def2-TZVPD) for C4H7IO2 in the gas phase.

Computed properties:
Calculated total energy (eV): -16453.39297
SMILES string: C[C@@H]1COO[C@H]1I
Frontier orbital gap (eV): 9.782
Relative energy (zero: lowest compared OMol25 entry of this formula, charge and spin) (eV): 3.220
E_LUMO (eV): 0.4
Highest occupied orbital energy (eV): -9.378

Last column: Mulliken charge in e.
Geometry (Å):
C 0.5503 0.2729 -0.8236  -1.615
C -0.0200 -0.4989 0.4047  0.264
C -1.4793 0.0341 0.6524  -0.538
O -1.5361 0.3352 2.0543  -0.244
O -0.1759 0.6373 2.3981  -0.186
C 0.5794 -0.2454 1.7421  -0.314
I 0.9380 -2.0605 2.9713  -0.027
H 0.6660 1.3556 -0.5646  0.415
H -0.1229 0.4441 -1.7046  0.359
H 1.5404 -0.0497 -0.8689  0.433
H -0.1104 -1.5541 0.2031  0.430
H -1.5802 0.9681 0.1055  0.295
H -2.2551 -0.6176 0.4106  0.323
H 1.6057 0.3166 1.5415  0.404

---

7.
Density functional theory data (wB97M-V/def2-TZVPD) for 2 unconnected molecules or ions with the total composition C4H7N.

Computed properties:
Calculated total energy (eV): -5749.31909
SMILES string: C=CC.C#N
Frontier orbital gap (eV): 10.708
Relative energy (zero: lowest compared OMol25 entry of this formula, charge and spin) (eV): 2.098
E_LUMO (eV): 0.9
Highest occupied orbital energy (eV): -9.843

Last column: Mulliken charge in e.
Geometry (Å):
C -1.0113 -1.4347 -0.2957  -0.678
C -0.8646 -0.1298 -0.4438  -0.118
C -1.2045 0.9879 0.5918  -0.888
H -0.4928 -2.2552 -0.7699  0.277
H -1.5120 -1.8407 0.5822  0.215
H -0.5312 0.2219 -1.3930  0.375
H -0.3220 1.5706 0.5502  0.263
H -1.2877 0.4359 1.5322  0.268
H -2.1931 1.4407 0.3483  0.290
C 3.0608 0.3180 -0.2949  0.108
N 3.8688 0.3473 -1.0858  -0.330
H 2.4896 0.3382 0.6783  0.217

---

8.
Density functional theory data (wB97M-V/def2-TZVPD) for C4H7N in the gas phase.

Computed properties:
Calculated total energy (eV): -5748.95845
SMILES string: [H]/N=C/C(=C)C
Frontier orbital gap (eV): 9.242
Relative energy (zero: lowest compared OMol25 entry of this formula, charge and spin) (eV): 2.458
E_LUMO (eV): 0.5
Highest occupied orbital energy (eV): -8.694

Last column: Mulliken charge in e.
Geometry (Å):
H -2.1752 1.9174 -0.4233  0.217
N -1.7840 1.0301 -0.1090  -0.473
C -0.5788 1.0940 0.3219  -0.265
C -0.0807 -0.2279 -0.0002  0.797
C -0.6792 -1.4144 0.1287  -0.910
C 1.4926 -0.1343 -0.0870  -1.267
H 0.0675 1.9769 0.3361  0.285
H -0.1266 -2.3394 0.1348  0.305
H -1.7475 -1.4770 0.0176  0.345
H 1.9028 0.8684 0.0078  0.351
H 1.7986 -0.5550 -1.0430  0.312
H 1.9104 -0.7386 0.7156  0.303

---

9.
Density functional theory data (wB97M-V/def2-TZVPD) for a molecular structure, C4H7N2.

Computed properties:
Calculated total energy (eV): -7231.44150
Total charge: +1
Frontier orbital gap (eV): 10.435
Relative energy (zero: lowest compared OMol25 entry of this formula, charge and spin) (eV): 4.297
E_LUMO (eV): -3.8
Highest occupied orbital energy (eV): -14.244

Last column: Mulliken charge in e.
Geometry (Å):
C -1.6305 0.2838 -0.0277  -0.342
C -2.6065 -0.4080 0.0853  0.110
C -0.4376 1.0751 -0.0896  -0.804
C 0.8953 -0.1215 0.0481  0.655
N 2.1058 0.3449 0.1488  -0.340
N 0.5174 -1.3543 -0.0248  -0.252
H -0.2433 1.4112 -1.1104  0.373
H -0.9588 2.2968 0.4685  0.347
H 2.9191 -0.2623 0.1826  0.239
H 2.2625 1.3400 0.2352  0.256
H 1.1716 -2.1263 -0.0218  0.248
H -3.5122 -0.9317 0.1655  0.424
H -0.4829 -1.5477 -0.0596  0.087